[1]
Density functional theory data (the ωB97M-V functional and the def2-TZVPD basis) for a cluster of 9 separate species, C11H40N8O9 in total at a distorted geometry.

Atoms and positions in Å:
O (1.0430, -3.5216, 1.3682)
O (-0.5090, 1.4483, 2.2480)
O (-1.7541, -4.9724, 1.5009)
O (1.3626, -0.0783, -3.4311)
O (-0.0192, -1.4555, 0.1965)
O (-2.1668, 1.6673, -1.3563)
O (-3.5826, -1.9731, -1.6837)
O (1.4728, 4.3369, 2.6808)
O (4.7335, 1.8980, 0.2454)
N (-1.2561, -0.7769, 2.8652)
N (-0.9249, 0.6143, -3.4407)
N (1.9209, -3.3582, 3.6038)
N (0.4697, 1.8576, -4.4994)
N (-0.1286, -3.9126, 3.3211)
N (-1.9058, 0.9145, 4.1398)
N (-2.8001, -1.9981, -3.9100)
N (-1.2522, -1.8419, -2.4657)
C (-2.5801, -1.8949, -2.6947)
C (1.4510, 3.9314, 1.2776)
C (-2.1302, -3.8370, 0.6895)
C (1.0936, 5.1430, 0.4452)
C (-1.2354, 0.5342, 3.0141)
C (0.8632, -0.4082, -0.1194)
C (0.9698, -3.6808, 2.7693)
C (0.3309, 0.8119, -3.7826)
C (-2.5814, 0.7728, -0.3293)
C (3.5960, 1.5492, -0.5003)
C (3.3049, 2.5016, -1.6438)
H (-0.8280, -4.2673, 2.6306)
H (2.7649, 1.5238, 0.1666)
H (0.7747, 3.0780, 1.0892)
H (0.1857, 5.6505, 0.8347)
H (2.2989, 2.4238, -2.1476)
H (-2.0941, -5.6733, 1.0072)
H (-0.9161, -1.1239, 1.9676)
H (1.4963, -0.3374, 0.7214)
H (-1.7161, 0.9318, -4.0061)
H (-2.7019, 0.3891, 4.4888)
H (1.5555, -0.6556, -1.0033)
H (-1.9385, -0.1043, -0.2180)
H (-2.0645, -1.8664, -4.6132)
H (-3.5934, 0.3829, -0.6468)
H (-1.9445, 1.9590, 4.3478)
H (2.2520, 4.8417, 2.8844)
H (-1.3434, -3.7618, -0.0537)
H (-1.9490, -2.9279, 1.3040)
H (3.3117, 3.5074, -1.3047)
H (1.9331, 5.8578, 0.4098)
H (1.3871, 2.1631, -4.8086)
H (0.8457, 4.7812, -0.5763)
H (-2.6124, 1.3122, 0.6230)
H (4.6009, 1.4366, 1.0921)
H (4.0628, 2.3485, -2.3909)
H (-1.0996, -0.3802, -3.0137)
H (-0.2360, -4.1216, 4.3643)
H (0.4750, -2.1907, 0.6860)
H (1.9357, -3.8584, 4.5223)
H (-3.0422, -3.9683, 0.1894)
H (-0.3588, 2.3597, -5.0023)
H (2.4645, 3.7568, 1.0507)
H (-1.8047, -1.4314, 3.4411)
H (-0.9096, -1.8024, -1.4947)
H (0.2421, 0.5082, -0.2292)
H (-0.4524, -1.8694, -3.1460)
H (-3.7914, -2.0431, -4.2789)
H (-1.4892, 1.2076, -1.8956)
H (2.7422, -2.8411, 3.2909)
H (3.7718, 0.5333, -0.7907)

Computed properties:
- SMILES: NC(N)=O.NC(N)=O.NC(N)=O.NC(N)=O.CCO.CCO.CO.CO.CO
- LUMO energy: 0.0097 Eh
- Relative energy (zero: lowest compared OMol25 entry of this formula, charge and spin): 598.61 kJ/mol
- HOMO: -8.76 eV

Atomic partial charges in e from the natural (NBO) method, atoms 1 to 6:
1 O -0.804
2 O -0.738
3 O -0.752
4 O -0.766
5 O -0.822
6 O -0.769

***

[2]
Density functional theory data (the ωB97M-V functional and the def2-TZVPD basis) for a cluster of 9 separate species, C11H40O9 in total at a distorted geometry.

Atoms and positions in Å:
O (1.0488, -2.3036, -0.6395)
O (0.5994, -1.7056, 1.8989)
O (0.7170, 0.7087, -0.5900)
O (3.1962, 1.3545, -0.8919)
O (2.8117, -1.3140, -2.3073)
O (-0.4276, 1.0036, -3.0047)
O (-3.0415, 2.2779, 2.3364)
O (-3.2525, -1.9279, -3.5601)
O (3.7042, 1.8502, 1.8092)
C (0.4064, -2.8794, 2.6853)
C (3.0160, 4.1265, 1.7332)
C (1.6658, 2.1994, 2.9979)
C (-2.9158, 2.6593, 1.0043)
C (-3.3802, 1.4842, 0.1244)
C (-0.9040, -2.4072, -3.8136)
C (-1.4084, 3.0419, 0.8983)
C (-0.7402, -3.6360, 2.0140)
C (-2.0235, -2.1425, -2.8225)
C (3.0015, 2.7959, 2.6047)
C (-2.2686, -3.2238, -1.6956)
H (-0.4833, -3.9674, 1.0078)
H (1.0050, 2.9020, 3.5056)
H (-2.4399, 1.5361, 2.4333)
H (2.2486, 1.2276, -0.8458)
H (-1.3702, -3.1345, -1.0849)
H (-1.8128, -1.2108, -2.2975)
H (2.0719, -1.4244, -1.7100)
H (2.6307, 3.9301, 0.7327)
H (1.4812, -1.3443, 2.0152)
H (1.0786, 1.7893, 2.1762)
H (3.3550, -2.0886, -2.1621)
H (-0.8250, 2.1211, 0.9041)
H (-2.1529, -4.2097, -2.1459)
H (4.0300, 4.4951, 1.5779)
H (-1.0725, 0.9928, -3.7121)
H (-4.4684, 1.4343, 0.0875)
H (-0.9426, 3.7003, 1.6314)
H (-0.8330, -4.6087, 2.4970)
H (-1.0604, -3.2334, -4.5072)
H (0.4002, 0.7821, -3.4312)
H (2.4135, 4.8642, 2.2632)
H (1.9782, 1.4440, 3.7189)
H (-3.4971, 3.5566, 0.7919)
H (-1.1956, 3.5073, -0.0641)
H (0.1595, -2.6408, 3.7198)
H (-3.2217, -3.0550, -1.1944)
H (3.5728, 3.0001, 3.5102)
H (-3.0516, 0.5585, 0.5969)
H (1.1291, -3.2545, -0.7140)
H (0.5901, -0.1105, -0.1113)
H (0.0550, -2.5707, -3.3221)
H (0.0962, 0.6606, -1.3170)
H (-2.9922, 1.5883, -0.8889)
H (-1.6967, -3.1136, 1.9996)
H (-0.7023, -1.5012, -4.3852)
H (-3.0944, -1.3890, -4.3387)
H (0.7334, -2.1585, 0.2525)
H (3.4894, 0.7328, -1.5581)
H (3.2577, 1.6808, 0.9764)
H (1.3321, -3.4500, 2.6110)

Computed properties:
- SMILES: CC(C)O.CC(C)O.CC(C)O.CCO.O.O.O.O.O
- LUMO energy: 0.0021 Eh
- Relative energy (zero: lowest compared OMol25 entry of this formula, charge and spin): 36.38 kJ/mol
- HOMO: -9.20 eV

Atomic partial charges in e from the natural (NBO) method, atoms 1 to 6:
1 O -0.987
2 O -0.756
3 O -0.963
4 O -0.999
5 O -0.981
6 O -0.954

***

[3]
Density functional theory data (the ωB97M-V functional and the def2-TZVPD basis) for a structure of composition C11H41CaN8O10 at a distorted geometry.

Atoms and positions in Å:
Ca (0.0798, -2.5004, -3.3036)
O (-1.4405, -2.7825, 5.0844)
O (-0.0963, 4.0894, 3.3027)
O (-2.0117, -2.9420, -2.4911)
O (4.8848, 3.0999, 0.4300)
O (-3.5885, 2.1457, 3.1309)
O (2.4999, -3.2118, -2.4083)
O (0.3180, -1.2831, -1.2935)
O (-1.4369, 4.1115, -2.9361)
O (-0.2308, -4.0705, -0.1958)
O (-0.7276, -0.1585, -4.3631)
N (0.4165, 1.2706, -3.1821)
N (-3.0263, -0.9662, -2.5648)
N (-3.7672, -2.3538, -1.1848)
N (4.6363, -2.7459, -2.4018)
N (3.3127, 1.6388, 1.2377)
N (3.4366, -1.4945, -1.3752)
N (5.0181, 1.9971, 2.4427)
N (0.1779, 1.7570, -5.1350)
C (0.0802, -4.2015, 1.2110)
C (4.4473, 2.3294, 1.2911)
C (-0.7672, -1.8171, 4.2764)
C (-2.8273, -2.1425, -2.0734)
C (0.2074, -0.6110, -0.0982)
C (3.4407, -2.5625, -2.0461)
C (0.3958, 2.8250, 3.2882)
C (-3.2663, 0.7352, 2.7731)
C (-0.9309, 0.4545, 0.0072)
C (-0.1909, 0.9427, -4.2216)
C (-2.6253, 3.2695, -2.8171)
H (-0.3552, -5.1079, 1.6315)
H (-2.3394, -0.6674, -3.2423)
H (-0.3825, 2.0619, 3.2828)
H (4.3245, -1.1559, -1.0329)
H (5.7457, 2.5584, 2.8618)
H (4.8739, -3.5213, -3.0038)
H (-0.0949, -3.1324, -0.3478)
H (-2.2145, 0.4693, 2.8784)
H (3.0659, 1.1866, 2.1064)
H (0.9028, 2.5920, 2.3519)
H (1.0655, 2.6003, 4.1184)
H (0.5831, 0.5986, -2.4467)
H (-3.4797, 2.2847, 4.0745)
H (-3.4934, 3.8485, -2.5020)
H (0.8946, 2.1603, -3.1917)
H (-3.7343, -0.4269, -2.0875)
H (1.1638, -4.1639, 1.3234)
H (5.3509, -2.0803, -2.1444)
H (1.1872, -0.1557, 0.0456)
H (-2.3656, -2.5288, 5.1226)
H (4.5186, 1.3552, 3.0415)
H (2.5001, -1.1512, -1.2166)
H (-2.9279, 2.7523, -3.7276)
H (-0.8327, 1.1300, -0.8425)
H (-2.4404, 2.5284, -2.0395)
H (-0.8948, 1.0257, 0.9349)
H (-0.8692, -0.8161, 4.6957)
H (-1.0808, 4.2400, -2.0539)
H (1.0187, 2.2534, -4.8767)
H (-0.3643, -3.3622, 1.7458)
H (-1.0191, -1.7877, 3.2163)
H (-1.9507, 0.0867, -0.1062)
H (-3.6772, -0.0145, 3.4493)
H (-3.5358, -3.2383, -0.7557)
H (-0.5447, 4.0871, 4.1516)
H (-0.0944, 1.6342, -6.0998)
H (2.7319, 1.5951, 0.4126)
H (-0.0524, -1.3436, 0.6660)
H (-3.5943, 0.4642, 1.7696)
H (0.2796, -2.1204, 4.2892)
H (-4.2867, -1.5612, -0.8354)

Computed properties:
- Net charge: +1
- LUMO energy: -0.1175 Eh
- Relative energy (zero: lowest compared OMol25 entry of this formula, charge and spin): 519.30 kJ/mol
- HOMO: -11.61 eV

Atomic partial charges in e from the Löwdin method, atoms 1 to 6:
1 Ca 1.600
2 O -0.101
3 O -0.067
4 O -0.102
5 O 0.023
6 O -0.114

***

[4]
Density functional theory data (the ωB97M-V functional and the def2-TZVPD basis) for a structure of composition C11H44ClN22O15 at a distorted geometry.

Atoms and positions in Å:
Cl (8.0018, -15.1056, -12.3387)
O (7.8771, -12.6457, -15.9304)
O (2.7982, -13.4058, -12.2377)
O (6.6575, -15.0245, -12.7648)
O (12.3639, -16.1481, -10.0307)
O (3.8578, -16.9736, -15.8937)
O (8.2575, -14.0930, -11.4300)
O (10.2621, -19.9085, -12.8677)
O (7.2528, -15.7736, -8.5952)
O (7.9460, -17.5043, -16.6962)
O (8.9620, -15.0776, -13.4055)
O (8.7746, -10.3678, -14.1467)
O (8.1266, -16.3133, -11.6835)
O (12.0943, -14.4783, -13.5396)
O (4.6958, -16.6771, -12.5258)
O (4.8205, -13.1009, -10.1712)
N (5.1472, -15.7876, -14.5233)
N (7.5410, -13.6672, -17.7986)
N (6.5677, -12.4720, -11.3406)
N (9.3242, -16.7597, -15.1315)
N (3.6198, -15.2570, -13.2243)
N (11.4842, -15.7546, -12.0233)
N (7.9248, -14.8690, -15.9815)
N (10.6866, -14.7993, -10.2674)
N (4.7344, -14.4181, -11.6736)
N (8.9381, -11.5994, -12.3094)
N (5.5182, -10.9242, -10.2790)
N (10.4242, -17.7700, -12.2047)
N (12.5368, -12.8137, -15.0495)
N (6.2787, -16.2265, -10.6213)
N (8.0728, -12.4289, -14.0798)
N (7.2495, -17.1181, -14.5588)
N (10.6413, -13.7672, -14.9614)
N (4.7347, -18.5293, -13.6910)
N (5.2963, -15.4531, -16.7764)
N (6.4322, -18.0052, -12.4523)
N (5.2743, -16.7279, -8.8031)
N (8.5246, -18.6102, -12.0275)
C (6.3664, -16.1529, -9.3194)
C (9.7856, -18.8800, -12.3673)
C (4.7447, -16.1172, -15.7684)
C (8.5640, -11.4260, -13.5698)
C (7.8070, -13.6964, -16.5180)
C (11.7770, -13.6875, -14.4509)
C (11.5691, -15.5314, -10.8111)
C (3.6789, -14.2997, -12.3850)
C (8.1156, -17.1791, -15.5435)
C (5.2173, -17.7089, -12.8100)
C (5.5189, -12.2067, -10.6078)
H (5.8495, -15.1146, -14.2517)
H (5.2597, -19.3871, -13.7841)
H (5.1724, -16.6636, -7.8003)
H (6.7582, -17.3800, -11.7291)
H (7.8992, -19.3896, -12.1742)
H (10.4324, -13.1627, -15.7430)
H (7.5642, -14.5122, -18.3512)
H (4.7778, -10.6594, -9.6451)
H (4.4691, -17.0207, -9.3379)
H (8.7900, -12.5146, -11.9085)
H (3.8222, -18.2750, -14.0413)
H (6.9316, -18.7877, -12.8503)
H (10.0100, -14.3337, -10.8551)
H (6.3945, -17.5271, -14.9079)
H (4.6563, -16.3372, -13.8325)
H (7.5455, -12.7168, -18.1404)
H (5.9900, -14.7387, -16.6078)
H (7.2149, -11.7086, -11.4758)
H (5.5150, -14.9982, -11.9457)
H (8.1835, -14.8034, -15.0074)
H (11.2594, -14.9643, -12.6106)
H (12.0603, -16.5372, -12.2986)
H (8.3730, -13.3100, -13.6878)
H (4.9027, -13.7678, -10.9193)
H (10.0694, -16.9669, -15.7810)
H (10.6090, -14.7342, -9.2625)
H (4.1608, -16.1060, -13.1428)
H (2.8015, -15.2504, -13.8163)
H (9.5721, -11.0134, -11.7852)
H (8.2580, -17.8196, -11.4584)
H (12.2722, -12.2989, -15.8772)
H (7.5890, -17.0869, -13.6081)
H (11.4136, -17.7880, -12.4069)
H (7.7876, -15.6914, -16.5515)
H (9.4424, -16.5255, -14.1562)
H (4.8286, -15.4510, -17.6716)
H (6.3968, -10.4677, -10.4786)
H (13.4598, -12.6715, -14.6648)
H (9.8919, -14.2859, -14.5261)
H (9.9572, -16.8873, -12.0535)
H (7.6874, -12.4928, -15.0111)
H (6.8704, -13.4154, -11.5368)
H (5.3986, -16.4273, -11.0744)
H (6.9423, -15.8141, -11.2613)

Computed properties:
- Net charge: -1
- LUMO energy: 0.0697 Eh
- Relative energy (zero: lowest compared OMol25 entry of this formula, charge and spin): 3481.28 kJ/mol
- HOMO: -4.26 eV

Atomic partial charges in e from the Löwdin method, atoms 1 to 6:
1 Cl 0.784
2 O 0.210
3 O -0.059
4 O -0.276
5 O -0.050
6 O -0.013

***

What is the LUMO energy in the third record?
-0.1175 Eh

***

The highest HOMO belongs to which entry?
C11H44ClN22O15

***

Number 3 is which compound?
C11H41CaN8O10